1.
Computed, not measured: 2 unconnected molecules or ions with the total composition C4H7FN3, with ωB97M-V/def2-TZVPD.

```
! wB97M-V def2-TZVPD RIJCOSX def2/J DEFGRID3
* xyz 1 1
C -0.70648 -0.00931 -0.95482
C 2.21055 1.17709 0.12383
C -2.97775 0.17716 -0.95233
C -0.38243 -0.96202 0.01262
N -1.90324 0.79407 -0.90012
N 3.26914 0.70276 0.31880
N 1.11717 1.68996 -0.35516
F 0.80863 -1.57585 -0.10456
H -0.03622 0.05182 -1.83227
H -3.88518 0.68448 -0.77147
H -3.07546 -0.93183 -1.27961
H -1.05591 -1.29180 0.76357
H 4.03307 0.82838 0.94833
H 0.30102 1.05807 -0.39295
H 1.16582 2.64361 -0.70108
*
```

As for the frontier orbital gap: 9.0 eV. The lowest unoccupied orbital energy is -4.321 eV.

Here are the Löwdin charges for atoms 1 to 4, given in e: number 1, C, carries -0.204; number 2, C, carries -0.107; number 3, C, carries -0.021; number 4, C, carries -0.074

=====

2.
Computed, not measured: a single C5H9OP molecule, with ωB97M-V/def2-TZVPD.

```
! wB97M-V def2-TZVPD RIJCOSX def2/J DEFGRID3
* xyz 0 1
C 2.13780 1.32747 -0.02331
C 0.54134 1.58018 0.07685
C -0.10207 0.12342 0.13645
C -1.62717 -1.81243 -0.00760
C -1.48836 -0.29520 -0.09569
O 2.23319 -1.68108 0.18184
P 1.48893 -0.47561 -0.19250
H 2.60221 1.75906 -0.89657
H 2.68373 1.51361 0.89342
H 0.30543 2.10217 1.00543
H 0.17684 2.19363 -0.74762
H -1.27101 -2.28768 -0.92029
H -2.66835 -2.09281 0.14478
H -1.03930 -2.19709 0.82554
H -2.10297 0.17819 0.67896
H -1.87025 0.06419 -1.05970
*
```

As for the frontier orbital gap: 8.3 eV. The lowest unoccupied orbital energy is 0.003 eV.

Here are the Löwdin charges for atoms 1 to 4, given in e: number 1, C, carries -0.188; number 2, C, carries -0.274; number 3, C, carries -0.332; number 4, C, carries -0.114